# 1
Below is a 2-piece molecular cluster, C6H15NOSi overall at a distorted geometry, with properties calculated with ωB97M-V/def2-TZVPD.

Values from the calculation:
Lowest unoccupied orbital energy (spin up / spin down) = -0.6779 / 0.1134 eV
HOMO (spin up / spin down) = -7.662 / -8.580 eV
Relative energy (zero: lowest compared OMol25 entry of this formula, charge and spin) = 137.86 kcal/mol
HOMO-LUMO gap (spin up / spin down) = 6.98 / 8.69 eV
Total charge = 0

Atoms and positions in Å:
H: -3.14 0.60 1.75
O: -2.78 -1.08 -0.86
C: 2.90 -0.31 0.10
Si: -0.69 1.88 0.01
H: -0.97 1.70 1.53
H: 3.24 0.61 -0.32
N: -3.39 -0.09 1.02
C: 0.81 -1.34 0.73
H: -1.97 2.10 -0.75
H: 0.60 0.56 -2.74
H: -0.26 -1.21 0.73
H: 3.20 -0.44 1.14
H: 1.48 0.58 1.24
H: -0.02 3.42 0.08
C: 0.53 0.68 -0.66
H: 3.00 -1.16 -0.48
H: -4.40 -0.34 0.93
H: 1.15 -1.59 1.72
C: 1.49 -0.01 0.37
C: 0.40 -0.22 -1.89
H: -0.67 -0.60 -2.08
C: -2.54 -0.39 0.10
H: 1.09 -1.13 -1.81
H: 0.94 -2.20 0.14

Charges in e, computed with natural (NBO), in the same order as the atoms: 0.415 -0.531 -0.606 0.805 -0.177 0.214 -0.838 -0.613 -0.148 0.237 0.211 0.216 0.191 -0.170 -0.326 0.203 0.399 0.208 -0.254 -0.710 0.250 0.599 0.218 0.206

# 2
Below is a 11-piece molecular cluster, C62H80F17NO12S overall at a distorted geometry, with properties calculated with ωB97M-V/def2-TZVPD.

Values from the calculation:
Lowest unoccupied orbital energy = -1.4345 eV
HOMO = -7.945 eV
Relative energy (zero: lowest compared OMol25 entry of this formula, charge and spin) = 0.00 kcal/mol
HOMO-LUMO gap = 6.51 eV
Total charge = 0

Atoms and positions in Å:
H: 3.57 -1.82 -3.94
C: 2.02 -2.03 -2.45
H: 9.92 -3.45 8.06
H: 9.71 0.86 2.12
H: -2.56 2.59 3.25
F: 4.67 1.28 -0.33
C: 8.50 -1.92 6.11
H: 1.74 -6.79 -6.75
H: 0.32 -7.24 -7.73
H: 0.52 -3.44 -8.14
C: 6.69 -0.81 -2.56
C: 6.14 0.62 -2.22
H: -5.36 1.01 -2.99
H: 8.21 -1.06 6.71
O: 1.54 -2.33 0.59
H: -2.03 -6.12 2.62
C: 1.68 0.72 -4.17
C: -6.64 1.96 8.50
H: -6.06 4.01 8.45
C: 1.91 -2.03 2.92
H: -4.83 -5.97 4.22
H: 6.59 1.23 1.36
H: -2.63 2.81 5.03
C: -1.80 -0.84 -4.81
C: -1.86 4.91 1.58
H: -4.76 2.85 -5.02
C: 0.78 -0.27 -5.00
C: -1.55 1.08 4.38
C: 0.29 2.50 -5.27
H: 9.57 -1.89 5.90
O: -1.77 -0.11 4.51
F: 6.15 1.35 -3.37
H: -7.96 -0.54 0.51
C: 4.31 -1.41 -6.97
C: 6.44 -2.82 -6.65
C: -7.77 0.97 8.34
N: -8.67 1.41 -2.19
H: 4.47 -0.84 -6.06
C: 8.84 -3.42 8.18
F: 7.09 -1.52 -1.47
C: 2.26 3.14 -3.53
H: 0.53 -4.93 -9.10
H: -2.85 6.42 0.43
C: 4.24 3.75 -2.02
C: 1.45 2.16 -4.27
F: 4.46 -0.67 -1.16
F: 5.88 -1.54 -3.38
O: -0.43 -4.68 -6.19
C: -8.39 0.17 -0.22
C: 8.17 -3.20 6.85
H: -7.33 3.58 7.29
H: -7.06 -0.15 -1.92
H: 2.95 -2.19 2.65
H: 3.23 -1.53 -7.12
C: -4.87 1.73 -5.09
H: 1.81 -1.04 3.38
C: -2.95 5.93 1.40
H: 9.50 -0.71 2.90
H: -5.29 1.55 -6.12
C: -0.44 5.40 1.56
O: 7.40 -4.01 6.39
C: 9.01 0.05 2.29
O: 7.47 0.13 4.10
C: -1.39 -2.32 -4.62
H: -4.45 -1.90 9.13
F: 7.85 -0.62 -3.29
H: -2.91 6.67 2.20
F: 2.30 5.57 -2.96
H: 6.12 1.89 2.94
F: 2.29 4.39 -0.62
F: 3.39 6.93 -0.91
H: -4.10 -2.29 -3.61
C: -3.70 -4.79 2.84
O: 1.18 -1.20 -5.64
H: -0.27 6.11 2.36
H: -0.63 -0.93 2.26
O: -3.93 -3.71 2.34
H: -0.92 -2.01 0.88
H: 1.96 -4.48 -8.11
H: -10.20 1.20 0.81
C: 4.95 -2.77 -6.86
C: 3.65 4.47 -0.75
H: -7.39 -0.04 8.51
S: -4.52 -1.54 -4.69
H: -4.68 -4.26 4.67
F: 5.51 3.32 -1.63
C: 2.74 0.26 -3.27
H: 8.72 -0.41 1.34
H: -4.81 -0.25 7.05
H: -2.22 -3.01 -4.39
H: 2.07 -1.91 -1.34
H: 0.18 -7.10 -5.97
C: -4.15 -5.12 4.24
H: -6.71 3.13 -2.97
F: 4.24 6.09 0.90
C: -0.73 0.13 -4.98
H: -3.37 -0.95 6.24
C: -4.10 -2.65 8.40
H: 6.95 -2.34 -7.49
H: 4.72 -0.87 -7.83
F: 4.62 4.61 -3.06
H: 1.27 -2.69 -2.97
H: 0.56 0.79 4.50
C: 2.86 -1.28 -3.27
H: -2.68 -5.49 1.10
F: 2.25 4.94 -5.04
C: -3.44 1.11 -5.01
O: -2.11 3.73 1.73
H: 8.56 -2.62 8.88
C: -6.96 2.42 -3.79
H: -0.76 -2.67 -5.48
C: 0.87 -4.48 -8.17
C: -3.17 -0.32 -4.84
C: -4.73 -2.39 7.06
H: -4.39 -3.64 8.75
H: 1.61 -2.80 3.64
C: -2.95 -5.86 2.09
H: -9.18 2.66 -3.78
F: 0.46 4.79 -3.67
H: -7.71 3.73 9.03
H: -3.28 -5.34 4.87
H: -8.17 1.03 7.32
C: 4.21 5.95 -0.48
C: -7.93 0.43 -1.56
H: 0.00 2.32 5.19
H: 0.06 2.10 3.42
H: 6.70 -2.31 -5.72
H: -3.57 -6.75 1.98
C: -5.86 1.30 -3.94
O: 4.29 -3.78 -6.93
C: -8.42 1.86 -3.57
C: 3.35 2.66 -2.68
H: -8.67 1.03 -4.28
H: -8.55 1.18 9.07
C: -2.66 2.08 4.22
C: 1.05 -2.12 1.69
C: 6.97 1.62 2.31
C: -9.56 1.09 -0.09
H: -0.22 5.86 0.59
C: -4.45 -1.06 6.41
O: -5.52 1.59 8.78
C: 7.78 0.56 3.01
H: -2.53 3.14 -5.29
H: 8.51 -4.37 8.60
H: -3.01 -2.61 8.32
H: -10.44 2.59 -1.59
F: 4.13 3.77 0.35
C: 3.58 1.21 -2.52
C: -9.68 1.82 -1.32
C: -2.32 2.06 -5.15
H: -4.96 -1.01 5.45
H: -3.62 1.56 4.24
H: -3.92 5.43 1.43
H: -6.40 0.38 -4.31
C: -0.14 1.61 4.37
C: -0.96 1.58 -5.13
C: 1.82 4.59 -3.78
H: -7.01 3.02 -4.74
C: -6.96 3.42 8.31
H: 7.58 2.50 2.14
H: -0.70 -2.34 -3.72
O: 0.31 3.34 -6.12
C: 4.68 0.66 -1.57
H: -0.83 -2.69 2.52
F: 5.50 6.09 -0.86
O: -5.44 -3.22 6.52
H: 7.95 -1.90 5.17
C: 0.29 -5.23 -6.99
H: 6.76 -3.86 -6.59
F: 7.00 1.13 -1.25
H: 0.24 4.55 1.70
C: 0.66 -6.68 -6.86
C: -0.43 -1.92 1.86

Mulliken atomic charge list, values in e, 99 entries: 0.113 -1.325 0.307 0.332 0.106 -0.289 -0.907 0.319 0.343 0.157 0.417 0.883 0.461 0.307 -0.621 0.311 0.187 0.892 0.302 -1.042 0.365 -0.199 0.378 0.315 0.887 0.423 -0.261 0.978 -0.333 0.325 -0.538 -0.291 0.414 -0.524 -1.010 -1.094 0.263 -0.037 -1.092 -0.230 0.441 0.398 0.343 0.421 0.392 -0.352 -0.123 -0.522 -0.599 0.782 0.325 0.327 0.330 0.023 -1.241 0.178 -1.206 0.251 0.329 -0.973 -0.563 -0.942 -0.508 -0.945 0.318 -0.303 0.334 -0.196 0.329 -0.265 -0.201 0.171 0.882 -0.358 0.406 0.055 -0.556 0.271 0.193 0.349 0.830 0.808 0.240 -0.264 0.152 -0.279 0.545 0.185 0.097 0.404 0.464 0.301 -0.947 0.268 -0.261 0.073 0.144 -1.198 0.352

# 3
Below is a 10-piece molecular cluster, C51H98N14O3 overall at a distorted geometry, with properties calculated with ωB97M-V/def2-TZVPD.

Values from the calculation:
Lowest unoccupied orbital energy = -8.1476 eV
HOMO = -11.630 eV
HOMO-LUMO gap = 3.48 eV
Total charge = +4

Atoms and positions in Å:
C: 3.86 2.44 -7.14
H: -0.89 4.13 -4.67
H: 9.80 7.82 2.77
C: 7.55 7.76 -8.15
C: 5.96 7.18 -4.88
H: 1.64 1.50 -6.01
C: 6.05 5.93 0.54
C: 6.91 6.54 1.36
C: 9.10 5.89 2.61
H: 5.27 3.92 -3.73
C: 3.90 9.68 -4.69
H: 5.05 0.48 -6.83
O: 2.43 -0.05 -3.93
H: 0.74 6.90 -7.45
N: 2.44 2.63 -7.58
H: -2.19 11.93 1.14
H: 5.26 6.38 -0.03
H: -0.28 4.93 -6.16
H: 3.91 2.76 -6.09
H: -0.08 1.69 -2.33
N: 2.24 8.29 -7.59
H: 3.75 11.54 4.81
H: 7.24 7.54 -2.33
C: 2.65 6.56 1.98
H: 5.08 6.97 -6.88
H: -2.44 5.43 -2.97
C: 3.35 8.86 -8.27
H: 1.81 6.74 1.30
H: 1.59 4.89 -4.55
H: 11.05 6.68 2.25
C: 6.87 1.37 -4.95
N: 7.13 2.29 -5.96
H: 0.94 9.15 -3.10
N: 6.06 2.00 -3.97
H: 3.89 11.66 -5.15
C: 3.68 11.09 -4.24
C: 0.56 9.01 -2.08
C: 1.70 9.04 -1.09
C: -2.64 12.00 0.15
H: -3.63 11.54 0.10
C: 1.01 -0.64 -2.03
H: 1.45 9.00 -0.03
H: 8.22 3.57 1.13
H: -0.96 10.53 -3.76
H: 0.90 5.05 -2.07
N: 6.40 4.61 0.35
H: -2.64 12.41 -2.54
H: 2.66 11.30 -3.92
H: 2.43 4.09 -9.23
H: 0.04 -0.48 -1.56
C: 2.32 8.62 -6.29
H: 3.27 5.03 -4.96
H: 1.65 1.86 -2.16
H: 3.46 8.49 -9.27
H: 6.13 1.06 -2.24
C: -2.39 6.28 -3.65
H: -0.59 10.04 0.39
C: 6.67 3.52 -5.49
H: 6.21 2.77 -0.15
C: 5.86 3.32 -4.40
H: 8.18 6.91 -8.38
H: -2.59 13.06 -0.06
H: 1.08 8.63 3.09
H: 0.07 8.04 -2.07
H: 8.53 1.18 -7.04
H: 0.94 -1.68 -2.36
H: 8.62 5.47 -2.19
N: 7.24 7.49 -6.74
H: 7.34 1.85 -8.05
C: 3.44 10.72 4.19
H: 9.44 3.56 -6.43
H: 9.62 4.94 2.57
N: -1.84 11.40 -0.83
H: 0.52 11.47 4.18
C: 0.98 10.83 4.93
H: 2.27 6.16 2.92
H: 5.08 7.06 -4.27
C: 4.03 9.56 -7.27
C: 2.75 5.63 -2.95
H: 0.46 -0.07 -4.04
C: 0.87 1.50 -2.83
H: 2.24 9.98 -1.12
C: 1.57 7.17 -8.09
H: 0.12 5.19 -9.49
H: 3.76 8.25 0.98
H: 3.12 5.74 1.43
C: 3.64 7.80 1.97
C: -0.44 4.26 -9.33
H: 2.47 8.31 -1.33
H: 2.28 6.36 -8.25
H: 1.32 11.50 5.71
H: 4.58 3.01 -7.72
C: 1.88 3.48 -8.54
H: 5.19 9.62 3.15
H: -0.47 3.84 -10.33
H: 1.76 8.21 -5.46
O: 4.06 5.86 -2.52
C: -2.02 11.64 -2.10
H: 4.98 9.54 -4.70
H: 4.68 7.53 2.17
N: 7.28 7.36 -4.52
C: 2.00 9.12 3.38
C: 5.85 3.70 -0.60
H: -2.43 7.13 -2.97
H: 3.45 0.27 -6.64
C: -0.84 10.40 -0.59
C: 7.86 7.22 -3.17
H: 5.06 0.31 -3.38
H: -1.36 4.53 -8.81
N: 7.87 5.62 1.77
H: 8.87 7.64 -3.16
H: 8.61 6.10 3.56
N: 2.14 10.25 4.19
N: 0.48 3.44 -8.48
C: 5.34 1.28 -2.95
H: 6.73 7.87 -8.85
H: 9.81 7.12 1.03
H: 9.07 7.94 -5.64
C: -1.28 6.36 -4.68
C: 2.59 4.72 -4.16
H: 4.12 0.55 -8.22
H: -0.86 2.40 -7.11
H: 0.94 2.07 -3.76
C: 1.90 5.27 -1.69
C: 4.13 0.92 -7.20
C: 1.21 0.18 -3.29
H: 7.17 0.33 -5.00
H: 4.94 10.09 -7.50
H: -0.35 6.25 -4.12
C: 10.02 7.00 2.09
H: 1.76 -0.47 -1.25
H: 4.77 3.79 -0.48
H: 6.34 3.94 -1.54
H: 7.10 5.22 -2.85
C: 8.04 5.74 -3.07
H: 8.34 4.25 -7.70
C: 1.33 2.08 -6.87
H: 8.61 5.23 -3.85
C: -1.07 4.91 -5.41
C: 7.56 4.43 1.15
C: 4.16 9.78 3.46
N: 3.46 9.35 -6.00
H: 2.39 6.59 -3.32
H: 4.45 11.36 -3.52
C: 8.91 3.39 -7.36
H: 1.12 7.47 -9.04
H: 2.79 3.69 -3.89
C: 5.96 7.11 -6.28
H: 7.03 7.55 1.73
O: -1.22 7.46 -5.49
C: 7.99 2.12 -7.21
H: 6.95 4.34 -6.13
H: 0.44 10.03 5.43
H: 4.60 1.95 -2.53
C: 8.04 7.62 -5.64
C: -1.12 10.71 -2.71
N: 3.31 8.81 2.96
H: 1.97 6.01 -0.89
C: 0.15 2.61 -7.43
H: 8.24 8.60 -8.15
H: 9.80 3.28 -7.97
N: -0.43 9.96 -1.79
H: 2.29 4.36 -1.25
H: 3.50 8.98 -3.96
H: -1.96 4.67 -6.00
H: -3.36 6.21 -4.16

Mulliken atomic charge list, values in e, 99 entries: 0.663 0.239 0.305 -0.911 -0.453 0.375 -0.723 -1.009 -0.438 0.195 0.413 0.249 -0.763 0.439 0.376 0.299 1.094 -0.287 -0.609 0.566 0.300 0.430 0.362 -1.106 0.757 0.344 -0.640 0.300 -0.400 0.378 -0.664 0.385 -0.396 0.498 0.459 -1.474 0.556 -1.102 -0.890 0.346 -1.626 0.277 0.399 0.479 0.423 0.219 0.468 0.296 0.589 0.392 -0.701 -0.064 -0.055 0.506 0.309 -1.606 0.424 -0.371 0.253 -0.192 0.381 0.378 0.468 -0.008 0.473 0.413 0.519 0.278 0.262 -0.472 0.312 0.248 0.129 0.356 -0.877 0.487 0.620 -0.375 2.507 0.244 -0.305 0.518 -1.363 0.160 0.291 0.181 -0.241 -0.694 0.135 0.528 0.338 0.404 -0.434 0.435 0.365 0.685 -0.520 -0.426 0.072

# 4
Below is C30H24ClNO3PSV as an isolated structure at a distorted geometry, with properties calculated with ωB97M-V/def2-TZVPD.

Values from the calculation:
Lowest unoccupied orbital energy (spin up / spin down) = -5.9930 / -5.3599 eV
HOMO (spin up / spin down) = -11.635 / -11.642 eV
<S²> = 0.80
Spin multiplicity = 2
HOMO-LUMO gap (spin up / spin down) = 5.64 / 6.28 eV
Total charge = +1

Atoms and positions in Å:
C: -1.52 -0.67 -2.51
C: -1.67 1.86 6.34
C: -3.39 -2.21 -2.64
C: -3.98 -1.44 -3.65
C: 2.96 -2.71 -4.41
O: 2.26 2.31 3.71
C: 0.71 -1.95 -3.94
C: -1.18 2.13 7.62
O: -2.10 0.90 3.36
C: 1.08 1.46 -3.78
C: -1.00 1.07 3.94
H: -1.98 -1.65 2.97
V: 0.15 -0.44 1.50
H: -1.60 0.99 -3.90
C: -0.94 -2.15 1.09
H: 2.29 -2.28 2.03
H: 1.25 -3.12 -5.67
C: -0.75 1.55 5.32
C: -2.17 -1.85 -2.10
C: 1.22 2.70 -4.39
H: 1.49 0.57 -4.27
H: 0.81 -2.67 -0.20
C: 0.44 -2.34 0.76
C: 1.61 -2.64 -4.75
O: 2.33 -0.06 4.49
H: -3.89 -3.12 -2.29
H: -2.73 1.87 6.10
C: -3.32 -0.30 -4.11
H: 0.54 -1.82 4.07
C: -1.04 -1.85 2.47
P: 0.08 -0.26 -1.67
C: 2.51 -1.38 -2.43
Cl: 1.93 0.86 0.67
H: 4.47 -2.11 -2.98
C: 0.40 1.33 -2.55
H: 3.67 -3.24 -5.05
H: -0.62 2.39 -0.99
C: -0.11 2.49 -1.95
H: 0.58 2.40 8.88
C: -2.10 0.09 -3.53
H: -1.69 -2.49 -1.36
H: -0.40 4.62 -2.09
C: 0.29 -1.88 3.02
H: 1.74 2.77 -5.35
C: 0.03 3.73 -2.56
H: 2.86 -0.87 -1.53
C: 1.15 -1.31 -2.77
H: -1.78 -2.32 0.44
C: 0.70 3.85 -3.79
C: 0.61 1.59 5.59
H: -4.93 -1.75 -4.10
H: 0.79 4.82 -4.27
N: 0.19 0.78 3.30
C: 1.21 -2.17 1.96
C: 3.41 -2.08 -3.24
H: -1.87 2.32 8.44
S: 1.59 1.14 4.20
C: 0.20 2.17 7.88
H: 2.19 1.99 6.96
C: 1.11 1.93 6.84
H: -3.74 0.30 -4.92
H: -0.33 -1.89 -4.23

Charges in e, computed with Mulliken, in the same order as the atoms: -0.164 -0.593 -1.063 -0.498 -0.532 -0.599 -0.106 -0.483 -0.688 0.083 0.721 0.510 0.456 0.287 0.013 0.481 0.422 -0.069 -0.423 -0.730 0.253 0.809 -0.297 -0.619 -0.599 0.430 0.478 -0.790 0.565 -0.800 1.090 -0.080 -0.348 0.427 0.086 0.385 0.294 -0.224 0.391 -0.020 0.744 0.407 -0.255 0.416 -0.730 0.409 -0.108 0.548 -0.477 0.408 0.389 0.390 0.051 -0.455 -0.671 0.395 1.053 -0.502 0.453 -0.628 0.436 0.271

# 5
Below is an isolated ion of composition C5H12N and charge +1 at a distorted geometry, with properties calculated with ωB97M-V/def2-TZVPD.

Values from the calculation:
Lowest unoccupied orbital energy = -3.9889 eV
HOMO = -14.557 eV
Relative energy (zero: lowest compared OMol25 entry of this formula, charge and spin) = 68.22 kcal/mol
HOMO-LUMO gap = 10.57 eV
Total charge = +1

Atoms and positions in Å:
H: 0.08 -0.61 -2.11
H: 3.39 -0.21 0.69
H: -1.11 -1.73 -0.97
H: -3.26 1.13 0.37
H: 2.90 0.97 1.67
H: 2.40 -0.41 1.86
C: -1.58 0.39 -0.92
H: -1.89 0.69 1.27
C: 1.28 0.35 0.42
H: -2.24 0.61 -1.78
H: -0.90 1.31 -0.89
C: -0.51 -0.78 -1.10
C: 0.60 -0.68 -0.09
N: 2.51 0.25 1.09
H: 0.88 -1.72 -0.02
C: -2.46 0.33 0.37
H: 1.12 1.29 -0.21
H: -2.93 -0.65 0.44

Charges in e, computed with natural (NBO), in the same order as the atoms: 0.267 0.448 0.246 0.238 0.452 0.445 -0.393 0.209 -0.178 0.236 0.179 -0.460 -0.058 -0.681 0.220 -0.634 0.245 0.218

> What is the formula in the fourth record?

C30H24ClNO3PSV

> Which of these has the highest total charge?

C51H98N14O3

> Among the records above, which one has the highest total charge?

C51H98N14O3

> Which of these has the highest total charge?

C51H98N14O3